[1]
Density functional theory data (wB97M-V/def2-TZVPD) for a single C7H10 molecule.

Calculated values
ΔE to the lowest compared entry with this formula, charge and spin	203.7	kJ/mol
charge	0
strongest force on any atom	0.01072	hartree/bohr
DFT total energy	-7418.923	eV
structure (SMILES)	C[C@]12C=C[C@H](C1)C2
gap between HOMO and LUMO	0.3618	Eh

Element x y z (Å)
C -0.38681 -1.79974 -0.01260
C -0.10501 0.04686 1.39978
H 1.65106 -0.40472 -1.19312
H -0.70566 -2.83054 0.08369
H -0.13069 2.65946 -0.46413
H -1.92162 -0.72662 -1.15884
H 0.47232 0.64993 2.11350
H -1.56564 1.86344 -1.14967
H -1.05651 -0.25700 1.84667
C -0.49777 1.73945 -0.92947
H 1.95562 0.63654 0.25042
C 0.72943 -1.12308 0.78066
C -0.18077 0.45562 -0.16332
H 1.41487 -1.74112 1.36470
C 1.26620 -0.07719 -0.22001
H 0.00429 1.65759 -1.90709
C -0.98436 -0.77128 -0.61369

Atomic partial charges in e from the natural (NBO) method, atoms 1 to 4: -0.198 -0.360 0.202 0.218



[2]
Density functional theory data (wB97M-V/def2-TZVPD) for a single C7H10 molecule at a distorted geometry.

Calculated values
ΔE to the lowest compared entry with this formula, charge and spin	483.9	kJ/mol
charge	0
strongest force on any atom	0.08371	hartree/bohr
DFT total energy	-7416.019	eV
structure (SMILES)	C1C[C@H]2[C@@H]1[C@H]1C[C@@H]21
gap between HOMO and LUMO	0.3702	Eh

Element x y z (Å)
C 0.13393 -0.29504 -1.10728
H 2.45836 -0.22915 0.89709
H 1.56371 -1.08023 -1.08093
H 0.94158 -0.12099 1.81635
C 1.36802 -0.20842 0.80343
H -2.40606 0.79572 -1.26522
C -1.49080 0.42420 -0.74309
C -0.67227 1.18825 0.24529
C -1.50153 -0.02862 0.65196
H 1.35749 1.62375 -0.55897
C 0.73154 0.81041 -0.18517
H 0.06685 -0.50358 -2.15889
H -0.94937 -0.96775 0.77738
C 0.85194 -1.27898 -0.17659
H 0.73440 -2.35856 0.02171
H -0.87281 2.14660 0.70489
H -2.31498 0.08238 1.35806

Atomic partial charges in e from the natural (NBO) method, atoms 1 to 4: -0.185 0.203 0.257 0.211